Model a:
{"formula": "C3H6N3O4", "method": "ωB97M-V/def2-TZVPD", "homo_energy_ha": [-0.1784, -0.1784], "homo_lumo_gap_ha": [0.3146, 0.3147], "charge": -1, "symbols": ["C", "C", "C", "N", "N", "N", "O", "O", "O", "O", "H", "H", "H", "H", "H", "H"], "coordinates": [[0.99, -1.45, -0.04], [-0.16, 0.85, -0.50], [0.74, 0.07, 0.47], [2.03, 0.68, 0.67], [-2.02, -0.55, 0.06], [-1.63, 0.70, -0.08], [2.16, -1.69, -0.31], [-3.27, -0.98, 0.24], [-2.30, 1.74, -0.19], [0.00, -2.17, -0.09], [-0.04, 1.89, -0.49], [-0.10, 0.62, -1.67], [0.24, -0.08, 1.45], [2.56, -0.01, 0.13], [2.01, 1.61, 0.27], [-1.21, -1.24, 0.06]]}

Model b:
{"formula": "C3H6N3O4", "method": "ωB97M-V/def2-TZVPD", "homo_energy_ha": -0.1624, "homo_lumo_gap_ha": 0.3071, "charge": -1, "smiles": "NC[C@@]1(N=[N+]([O-])[O-])O[C@@H]1O", "symbols": ["N", "C", "C", "N", "N", "O", "O", "O", "C", "O", "H", "H", "H", "H", "H", "H"], "coordinates": [[-0.28, 1.80, -0.89], [-0.76, 1.19, 0.34], [-0.25, -0.29, 0.53], [1.08, -0.72, 0.54], [1.98, 0.11, 0.12], [2.92, -0.40, -0.48], [2.01, 1.29, 0.43], [-1.11, -1.05, 1.47], [-1.13, -1.37, 0.08], [-0.53, -2.52, -0.32], [-0.43, 1.23, -1.69], [0.73, 1.77, -0.75], [-0.45, 1.85, 1.02], [-1.92, 1.04, 0.18], [-2.25, -1.50, -0.40], [0.37, -2.43, -0.20]]}

Of them, model a has the highest stability.

Model a:
{"formula": "C2H7IN2", "method": "ωB97M-V/def2-TZVPD", "homo_energy_ha": -0.3265, "homo_lumo_gap_ha": 0.3166, "charge": 0, "smiles": "CCN(N)I", "symbols": ["C", "C", "N", "N", "I", "H", "H", "H", "H", "H", "H", "H"], "coordinates": [[-0.23, 0.86, -1.29], [-0.75, 0.39, 0.15], [0.01, -0.97, 0.32], [1.32, -0.61, 0.62], [-0.95, -2.23, 1.86], [-0.42, -0.10, -1.93], [-0.84, 1.69, -1.57], [0.71, 1.25, -1.37], [-0.56, 1.15, 1.02], [-1.92, 0.13, 0.06], [1.62, -0.18, 1.60], [2.02, -1.38, 0.53]]}

Model b:
{"formula": "C2H7IN2", "method": "ωB97M-V/def2-TZVPD", "homo_energy_ha": -0.3003, "homo_lumo_gap_ha": 0.2973, "charge": 0, "symbols": ["C", "C", "N", "N", "I", "H", "H", "H", "H", "H", "H", "H"], "coordinates": [[0.28, 1.35, -0.33], [-0.24, -1.81, 0.15], [-0.26, 0.78, 0.89], [-1.03, -0.29, 0.91], [-3.01, -0.01, -0.03], [1.02, 0.67, -0.88], [-0.54, 1.38, -1.14], [0.87, 2.32, -0.13], [0.79, -2.03, 0.59], [-1.09, -2.56, 0.49], [-0.13, -1.50, -0.91], [-0.43, 1.57, 1.55]]}

Of them, model a has the highest stability.

Model a:
{"formula": "CH8NS", "method": "ωB97M-V/def2-TZVPD", "homo_energy_ha": -0.4778, "homo_lumo_gap_ha": 0.3165, "charge": 1, "symbols": ["N", "H", "H", "H", "H", "C", "S", "H", "H", "H", "H"], "coordinates": [[0.61, -1.03, -1.64], [0.37, -1.97, -1.29], [0.39, -0.81, -2.59], [1.68, -1.00, -1.38], [0.20, -0.29, -1.03], [-0.98, 0.80, 1.03], [0.79, 1.23, 1.24], [-1.39, 1.15, 0.08], [-1.49, 1.25, 1.91], [-1.04, -0.30, 1.13], [0.87, 0.97, 2.56]]}

Model b:
{"formula": "CH8NS", "method": "ωB97M-V/def2-TZVPD", "homo_energy_ha": -0.4970, "homo_lumo_gap_ha": 0.3512, "charge": 1, "symbols": ["N", "H", "H", "H", "H", "C", "S", "H", "H", "H", "H"], "coordinates": [[1.74, -0.96, -1.28], [2.70, -1.15, -0.95], [1.20, -1.80, -1.50], [1.82, -0.37, -2.11], [1.16, -0.50, -0.53], [-1.42, 0.99, 1.49], [-0.71, 0.42, -0.06], [-0.63, 1.16, 2.26], [-2.21, 0.37, 1.88], [-1.87, 1.97, 1.39], [-1.79, -0.13, -0.57]]}

Of them, model b has the highest stability.

Model a:
{"formula": "C10H15N5", "method": "ωB97M-V/def2-TZVPD", "homo_energy_ha": [-0.3145, -0.3146], "homo_lumo_gap_ha": [0.3091, 0.3091], "charge": 0, "symbols": ["C", "C", "C", "C", "C", "C", "C", "C", "C", "C", "N", "N", "N", "N", "N", "H", "H", "H", "H", "H", "H", "H", "H", "H", "H", "H", "H", "H", "H", "H"], "coordinates": [[0.85, -1.79, 0.46], [0.34, -0.71, 1.15], [0.39, -2.55, -0.77], [-0.86, 0.07, 0.89], [0.64, -1.85, -2.14], [-0.61, 1.04, -0.22], [0.77, -0.36, -1.93], [-0.57, 0.38, -1.64], [1.16, 0.26, 3.25], [-0.79, 3.66, 4.04], [2.03, -2.22, 1.03], [2.20, -1.54, 2.09], [1.23, -0.59, 2.16], [-0.21, 2.58, 4.18], [0.48, 1.31, 3.13], [1.01, -3.43, -0.79], [-0.65, -2.83, -0.62], [-1.78, -0.71, 0.83], [-1.00, 0.76, 1.83], [1.68, -2.15, -2.49], [-0.16, -1.99, -2.95], [-1.52, 1.57, -0.37], [0.31, 1.47, 0.14], [1.46, -0.17, -1.07], [1.27, -0.04, -2.88], [-1.44, -0.22, -1.88], [-0.66, 1.27, -2.38], [1.78, -0.14, 4.23], [-0.59, 4.41, 3.12], [-0.29, 1.84, 4.86]]}

Model b:
{"formula": "C10H15N5", "method": "ωB97M-V/def2-TZVPD", "homo_energy_ha": -0.3097, "homo_lumo_gap_ha": 0.3279, "charge": 0, "smiles": "CC(C)CCNc1ncnc2n[nH]cc12", "symbols": ["C", "C", "C", "C", "C", "N", "C", "N", "C", "N", "C", "N", "N", "C", "C", "H", "H", "H", "H", "H", "H", "H", "H", "H", "H", "H", "H", "H", "H", "H"], "coordinates": [[3.84, 0.10, 0.00], [2.97, 0.38, -1.16], [2.93, 1.86, -1.49], [1.62, -0.33, -0.89], [0.71, 0.21, 0.24], [-0.67, 0.05, -0.11], [-1.60, -0.73, 0.61], [-1.17, -1.74, 1.18], [-2.12, -2.50, 1.72], [-3.43, -2.22, 1.85], [-3.80, -1.01, 1.24], [-5.02, -0.53, 1.25], [-4.92, 0.54, 0.50], [-3.63, 0.80, 0.10], [-2.95, -0.26, 0.59], [3.42, 0.43, 0.97], [4.83, 0.64, -0.06], [4.04, -0.96, 0.07], [3.49, -0.23, -1.99], [2.09, 1.92, -2.11], [2.78, 2.41, -0.62], [3.83, 2.28, -1.90], [0.97, -0.54, -1.79], [1.82, -1.34, -0.63], [0.87, -0.33, 1.15], [1.04, 1.25, 0.40], [-1.04, 0.70, -0.82], [-1.97, -3.54, 2.07], [-5.75, 1.11, 0.13], [-3.16, 1.58, -0.50]]}

Of them, model b has the highest stability.

Model a:
{"formula": "C4H12NO", "method": "ωB97M-V/def2-TZVPD", "homo_energy_ha": -0.5508, "homo_lumo_gap_ha": 0.4355, "charge": 1, "smiles": "C[C@@H]([NH3+])CCO", "symbols": ["C", "C", "N", "C", "C", "O", "H", "H", "H", "H", "H", "H", "H", "H", "H", "H", "H", "H"], "coordinates": [[-1.54, 0.96, 1.09], [-0.19, 0.78, 0.38], [0.43, -0.53, 1.40], [-0.28, 0.09, -0.94], [1.06, -0.23, -1.53], [1.46, -1.51, -0.94], [-1.65, 0.90, 2.13], [-2.28, 0.24, 0.78], [-1.92, 2.09, 1.00], [0.68, 1.56, 0.29], [1.24, -0.74, 0.81], [0.74, -0.27, 2.40], [-0.33, -1.16, 1.42], [-1.03, -0.82, -0.96], [-0.70, 0.82, -1.70], [0.90, -0.54, -2.67], [1.78, 0.59, -1.46], [1.64, -2.24, -1.50]]}

Model b:
{"formula": "C4H12NO", "method": "ωB97M-V/def2-TZVPD", "homo_energy_ha": -0.5493, "homo_lumo_gap_ha": 0.4086, "charge": 1, "smiles": "C[C@H](O)[C@@H](C)[NH3+]", "symbols": ["C", "C", "O", "C", "C", "N", "H", "H", "H", "H", "H", "H", "H", "H", "H", "H", "H", "H"], "coordinates": [[1.61, 0.67, 0.55], [0.50, 0.36, -0.52], [-0.18, 1.59, -0.85], [-0.62, -0.67, -0.26], [0.07, -1.98, -0.05], [-1.41, -0.04, 0.84], [2.04, -0.25, 0.93], [2.37, 1.33, 0.11], [1.39, 1.30, 1.43], [0.90, -0.10, -1.45], [0.63, 2.35, -0.74], [-1.31, -0.74, -1.16], [0.89, -2.29, -0.83], [0.50, -1.93, 1.08], [-0.55, -2.79, -0.01], [-1.33, 0.95, 0.71], [-2.58, -0.35, 0.90], [-0.98, -0.26, 1.67]]}

Of them, model a has the highest stability.

Model a:
{"formula": "C4H12NO", "method": "ωB97M-V/def2-TZVPD", "homo_energy_ha": -0.5374, "homo_lumo_gap_ha": 0.4083, "charge": 1, "symbols": ["C", "C", "C", "C", "N", "H", "H", "H", "H", "H", "H", "H", "H", "H", "H", "H", "H", "O"], "coordinates": [[-0.55, 0.82, 2.44], [-1.45, 0.66, 1.21], [-0.55, 0.17, 0.09], [-0.04, 0.99, -0.81], [0.92, 0.50, -1.85], [0.12, 1.68, 2.40], [-0.09, -0.13, 2.74], [-1.17, 1.07, 3.30], [-2.02, 1.58, 1.08], [-2.19, -0.11, 1.41], [-0.44, -0.89, 0.20], [-0.25, 2.04, -0.89], [1.20, -0.49, -1.83], [0.67, 0.68, -2.83], [1.76, 1.08, -1.71], [0.73, -2.85, -0.11], [1.11, -2.83, -1.73], [1.22, -2.52, -0.86]]}

Model b:
{"formula": "C4H12NO", "method": "ωB97M-V/def2-TZVPD", "homo_energy_ha": -0.4763, "homo_lumo_gap_ha": 0.3500, "charge": 1, "symbols": ["C", "C", "C", "C", "N", "H", "H", "H", "H", "H", "H", "H", "H", "H", "H", "H", "H", "O"], "coordinates": [[-0.68, -0.60, 0.69], [-1.31, 0.06, -0.48], [-1.66, 1.51, -0.06], [-2.30, 2.28, -1.00], [0.83, -0.66, 0.48], [-0.86, -0.16, 1.77], [-1.19, -1.68, 0.69], [-0.91, -0.12, -1.43], [-2.30, -0.47, -0.62], [-1.48, 1.79, 0.90], [-2.35, 3.28, -0.83], [-2.62, 1.92, -1.97], [1.26, -1.62, 0.54], [0.99, -0.16, -0.44], [1.30, -0.30, 1.32], [3.76, -2.55, -0.24], [4.61, -1.40, 0.38], [3.71, -1.68, 0.22]]}

Of them, model a has the highest stability.